C32H54BrIN4O4P | the ωB97M-V functional and the def2-TZVPD basis

## Properties
spin multiplicity	1
maximum force	5.3	eV Å⁻¹
lowest unoccupied orbital energy	-4.423	eV
HOMO energy	-11.6	eV
net charge	+1
HOMO-LUMO gap	7.222	eV

```
97
C32H54BrIN4O4P, DFT the ωB97M-V functional and the def2-TZVPD basis
C -7.387 4.122 5.675
C -7.311 3.126 4.400
C -7.701 1.611 4.812
C -6.505 0.620 4.334
C -6.700 0.114 2.797
C -5.894 1.062 1.760
C -5.778 0.440 0.279
C -4.293 0.020 -0.151
C -3.378 1.275 -0.635
C -1.982 1.294 0.162
C -0.680 1.004 -0.742
N 0.017 -0.198 -0.126
C 0.755 -0.004 1.112
I 0.958 1.953 2.086
C 1.477 -1.188 1.858
Br 2.442 -0.875 3.560
C 1.384 -2.593 1.211
C 2.060 -3.830 1.950
O 1.681 -4.199 3.096
O 3.127 -4.537 1.330
C 0.620 -2.792 -0.124
P 0.384 -4.408 -1.076
C -1.528 -4.597 -1.176
O 0.885 -5.777 -0.186
C -0.044 -1.506 -0.744
O -0.743 -1.663 -1.990
C 0.221 -1.220 -3.030
C 0.474 -2.325 -4.166
H -7.426 5.208 5.302
H -6.403 4.007 6.258
H -8.303 3.814 6.283
H -6.245 3.216 3.984
H -8.034 3.473 3.573
H -7.856 1.502 5.952
H -8.706 1.359 4.322
H -6.559 -0.288 5.049
H -5.516 1.187 4.404
H -7.844 0.151 2.619
H -6.411 -0.990 2.711
H -4.865 1.257 2.215
H -6.481 2.054 1.735
H -6.410 -0.529 0.288
H -6.283 1.136 -0.481
H -3.810 -0.555 0.717
H -4.370 -0.694 -1.048
H -3.285 1.354 -1.768
H -3.960 2.218 -0.300
H -2.005 0.567 1.052
H -1.831 2.341 0.631
H 0.076 1.856 -0.776
H -1.029 0.810 -1.809
H 3.023 -4.294 0.352
H -1.845 -5.692 -1.203
H -2.029 -4.009 -0.319
H -1.864 -4.100 -2.146
H 0.247 -6.014 0.528
H 1.214 -0.881 -2.541
H -0.167 -0.277 -3.579
H 1.491 -2.088 -4.663
H 0.548 -3.384 -3.743
H -0.309 -2.198 -4.986
C 7.320 -3.540 -1.094
C 6.808 -4.977 -1.092
C 5.563 -5.167 -1.962
C 4.447 -4.304 -1.451
N 3.567 -3.624 -1.046
H 6.583 -2.849 -0.675
H 8.223 -3.458 -0.486
H 7.562 -3.211 -2.109
H 6.590 -5.275 -0.062
H 7.601 -5.637 -1.456
H 5.243 -6.212 -1.939
H 5.774 -4.900 -3.001
C 4.569 5.278 0.313
C 3.681 6.391 0.862
C 2.213 5.974 0.970
C 1.682 5.614 -0.389
N 1.264 5.328 -1.456
H 4.284 4.999 -0.704
H 5.610 5.606 0.279
H 4.513 4.385 0.944
H 3.772 7.270 0.216
H 4.045 6.681 1.852
H 1.619 6.795 1.380
H 2.108 5.113 1.635
C 4.465 0.380 -5.078
C 4.453 -0.200 -3.667
C 3.867 0.763 -2.632
C 4.685 2.022 -2.582
N 5.329 3.012 -2.542
H 5.095 1.270 -5.142
H 4.864 -0.351 -5.785
H 3.454 0.649 -5.400
H 5.476 -0.469 -3.385
H 3.866 -1.124 -3.667
H 3.868 0.298 -1.643
H 2.834 1.018 -2.887
```

---

C35H35FN2S2SeSiW | the ωB97M-V functional and the def2-TZVPD basis

## Properties
spin multiplicity	1
maximum force	2.7	eV Å⁻¹
lowest unoccupied orbital energy (spin up / spin down)	4.530 / 4.530	eV
HOMO energy (spin up / spin down)	-0.3 / -0.4	eV
net charge	-2
HOMO-LUMO gap (spin up / spin down)	4.863 / 4.932	eV

```
78
C35H35FN2S2SeSiW, DFT the ωB97M-V functional and the def2-TZVPD basis
W -0.784 -0.624 -1.082
C 3.086 0.413 -2.652
N 2.498 0.816 -1.398
C 2.134 2.203 -1.281
C 1.131 2.656 -2.358
N -0.185 2.008 -2.348
C -1.138 2.740 -1.522
C -0.663 1.895 -3.706
C -1.095 3.010 -4.405
C -1.472 2.921 -5.733
C -1.419 1.693 -6.373
C -1.024 0.572 -5.682
C -0.642 0.642 -4.338
S -0.095 -0.803 -3.549
C 3.004 0.150 -0.263
C 3.837 0.770 0.657
C 4.363 0.077 1.737
C 4.072 -1.268 1.902
C 3.219 -1.895 1.016
C 2.646 -1.197 -0.045
S 1.509 -2.036 -1.067
H 3.936 1.065 -2.931
H 3.443 -0.609 -2.554
H 2.342 0.429 -3.450
H 1.696 2.350 -0.289
H 3.015 2.880 -1.378
H 1.007 3.747 -2.231
H 1.582 2.496 -3.344
H -1.000 3.831 -1.601
H -2.155 2.501 -1.837
H -1.013 2.444 -0.480
H -1.141 3.970 -3.905
H -1.805 3.804 -6.261
H -1.699 1.618 -7.417
H -1.009 -0.393 -6.164
H 4.092 1.811 0.515
H 5.007 0.586 2.445
H 4.500 -1.828 2.725
H 2.946 -2.933 1.143
F 1.656 -6.126 2.495
C 0.862 -5.323 1.710
C 0.161 -4.284 2.291
C -0.646 -3.497 1.494
C -0.738 -3.683 0.103
C -1.525 -2.778 -0.741
C -0.018 -4.766 -0.431
C 0.768 -5.581 0.356
H 0.258 -4.095 3.352
H -1.206 -2.697 1.959
H -2.521 -2.633 -0.295
H -1.654 -3.201 -1.756
H -0.070 -4.956 -1.493
H 1.316 -6.413 -0.062
Se -3.032 -0.114 -1.943
C 1.769 2.230 3.753
C 1.463 0.899 3.979
C 0.429 0.299 3.288
C -0.340 0.996 2.358
C -0.008 2.333 2.144
C 1.029 2.945 2.826
Si -1.582 -0.021 1.259
C -3.077 -0.098 2.428
C -4.013 -1.141 2.313
C -5.151 -1.190 3.085
C -5.424 -0.181 4.005
C -4.524 0.873 4.129
C -3.379 0.909 3.365
H 2.576 2.707 4.295
H 2.048 0.327 4.687
H 0.208 -0.746 3.464
H -0.579 2.916 1.429
H 1.265 3.985 2.627
H 0.394 0.334 -0.437
H -3.836 -1.924 1.590
H -5.846 -2.015 2.973
H -6.327 -0.217 4.604
H -4.736 1.674 4.831
H -2.694 1.740 3.469
```

---

C3H9O | the ωB97M-V functional and the def2-TZVPD basis

## Properties
spin multiplicity	1
maximum force	1.1	eV Å⁻¹
lowest unoccupied orbital energy	3.746	eV
HOMO energy	-1.9	eV
net charge	-1
HOMO-LUMO gap	5.659	eV

```
13
C3H9O, DFT the ωB97M-V functional and the def2-TZVPD basis
C 0.539 -1.522 -3.125
H 1.204 -2.382 -3.019
H 0.034 -1.362 -2.172
H 1.197 -0.694 -3.363
H -0.252 -1.780 -3.818
C -0.373 0.539 1.760
O 0.668 1.363 1.804
C -0.706 0.065 0.312
H -0.318 -0.395 2.453
H -1.311 0.992 2.176
H -1.477 0.740 -0.068
H 0.191 0.176 -0.292
H -1.185 -0.927 0.271
```

---

C22H32Cl8N6O6 | the ωB97M-V functional and the def2-TZVPD basis

## Properties
spin multiplicity	1
maximum force	1.8	eV Å⁻¹
lowest unoccupied orbital energy	0.122	eV
HOMO energy	-10.0	eV
HOMO-LUMO gap	10.078	eV
structure (SMILES)	C[N+](=O)[O-].C[N+](=O)[O-].C[N+](=O)[O-].c1ccncc1.c1ccncc1.c1ccncc1.ClCCl.ClCCl.ClCCl.ClCCl

```
74
C22H32Cl8N6O6, DFT the ωB97M-V functional and the def2-TZVPD basis
N -25.289 20.177 -3.887
C -26.527 19.739 -3.747
C -27.569 20.139 -4.564
C -27.312 21.047 -5.579
C -26.025 21.518 -5.716
C -25.050 21.052 -4.845
H -26.681 19.016 -2.954
H -28.585 19.803 -4.392
H -28.088 21.441 -6.222
H -25.750 22.201 -6.510
H -24.024 21.394 -4.938
N -24.570 15.040 1.148
C -25.057 14.873 2.371
C -24.389 15.269 3.507
C -23.164 15.896 3.373
C -22.637 16.066 2.106
C -23.382 15.618 1.029
H -26.057 14.456 2.435
H -24.835 15.127 4.482
H -22.630 16.230 4.253
H -21.695 16.573 1.950
H -23.010 15.757 0.017
N -25.416 18.591 3.805
C -26.434 17.850 4.244
C -26.541 17.374 5.545
C -25.451 17.544 6.385
C -24.334 18.213 5.912
C -24.378 18.712 4.619
H -27.293 17.762 3.585
H -27.494 16.988 5.876
H -25.444 17.056 7.354
H -23.460 18.298 6.542
H -23.532 19.276 4.230
C -22.716 18.510 -2.821
N -22.513 17.034 -2.860
O -21.468 16.630 -3.313
O -23.397 16.323 -2.413
H -23.779 18.724 -2.830
H -22.210 18.934 -3.678
H -22.285 18.877 -1.893
C -27.491 15.271 0.412
N -28.073 15.202 1.779
O -28.118 16.231 2.418
O -28.412 14.113 2.198
H -28.284 15.530 -0.283
H -27.036 14.321 0.166
H -26.741 16.056 0.427
C -27.015 21.658 3.432
N -28.147 22.464 2.921
O -27.967 23.660 2.829
O -29.177 21.886 2.645
H -27.241 20.606 3.345
H -26.773 22.001 4.434
H -26.133 21.884 2.837
C -24.527 21.793 -2.199
Cl -22.908 21.997 -2.894
Cl -25.001 23.147 -1.162
H -25.249 21.689 -2.995
H -24.489 20.908 -1.578
C -25.546 18.379 0.600
Cl -25.380 17.813 -1.062
Cl -25.653 20.144 0.656
H -26.441 17.981 1.063
H -24.689 18.055 1.177
C -25.783 16.191 -3.960
Cl -27.306 15.920 -3.104
Cl -26.047 16.767 -5.605
H -25.175 16.916 -3.431
H -25.266 15.240 -4.011
C -29.486 19.735 -0.634
Cl -29.563 18.426 -1.836
Cl -28.841 19.208 0.901
H -28.845 20.495 -1.066
H -30.485 20.128 -0.494
```

---

C6H14NO | the ωB97M-V functional and the def2-TZVPD basis

## Properties
spin multiplicity	1
maximum force	1.4	eV Å⁻¹
lowest unoccupied orbital energy	3.659	eV
HOMO energy	-2.2	eV
net charge	-1
HOMO-LUMO gap	5.895	eV
structure (SMILES)	CCN[C@H](C)CC[O-]

```
22
C6H14NO, DFT the ωB97M-V functional and the def2-TZVPD basis
C -2.059 -0.159 -0.625
N -0.894 0.685 -0.557
C 0.395 -0.002 -0.416
C 1.496 1.024 -0.334
C 2.975 0.406 -0.410
O 3.042 -0.915 -0.652
C 0.450 -0.937 0.795
C -2.797 -0.413 0.723
H -1.717 -1.093 -1.069
H -2.809 0.274 -1.300
H -0.993 1.413 0.138
H 0.616 -0.587 -1.302
H 1.456 1.689 0.548
H 1.359 1.774 -1.134
H 3.450 0.749 0.551
H 3.513 0.993 -1.205
H 0.132 -0.462 1.728
H -0.102 -1.856 0.598
H 1.489 -1.285 0.869
H -2.508 -1.371 1.128
H -3.878 -0.346 0.534
H -2.615 0.418 1.392
```

---

C3H10N3 | the ωB97M-V functional and the def2-TZVPD basis

## Properties
spin multiplicity	1
maximum force	4.7	eV Å⁻¹
lowest unoccupied orbital energy (spin up / spin down)	-5.232 / -6.111	eV
HOMO energy (spin up / spin down)	-11.8 / -10.9	eV
net charge	+1
HOMO-LUMO gap (spin up / spin down)	6.588 / 4.766	eV

```
16
C3H10N3, DFT the ωB97M-V functional and the def2-TZVPD basis
C -2.013 -0.952 0.669
C 2.359 1.031 0.334
C 1.451 0.029 -0.201
N -2.459 0.939 -0.785
N -1.668 0.014 -0.356
N 1.829 -1.118 -0.589
H -1.193 -1.592 0.915
H -2.382 -0.395 1.573
H -2.808 -1.532 0.351
H 2.224 1.390 1.271
H 3.499 0.849 0.353
H 2.338 2.029 -0.110
H -3.460 1.118 -0.597
H 2.838 -1.409 -0.313
H 1.338 -1.826 -1.072
H -1.892 1.423 -1.443
```

---

C11H16CrO5P | the ωB97M-V functional and the def2-TZVPD basis

## Properties
spin multiplicity	4
maximum force	13.4	eV Å⁻¹
lowest unoccupied orbital energy (spin up / spin down)	-9.292 / -10.749	eV
HOMO energy (spin up / spin down)	-17.9 / -17.6	eV
net charge	+2
HOMO-LUMO gap (spin up / spin down)	8.565 / 6.852	eV

```
34
C11H16CrO5P, DFT the ωB97M-V functional and the def2-TZVPD basis
O 4.168 2.184 -1.090
C 3.324 1.391 -1.022
Cr 0.724 -1.473 -1.479
O -0.297 1.081 -3.447
C 0.096 0.249 -2.771
C -0.647 -2.346 -2.061
O -1.360 -3.280 -1.966
C 1.592 -3.074 -0.899
O 2.176 -4.011 -0.516
C 2.108 -1.733 -3.098
O 2.821 -2.318 -3.784
H 1.549 -0.661 -0.621
C 1.349 -0.428 2.256
C -0.059 -0.593 1.664
P -0.214 -0.004 -0.023
C -2.009 -0.054 -0.356
C -3.009 0.425 0.753
C 0.076 1.797 0.199
C -0.671 2.526 1.365
H 2.105 -1.058 1.682
H 1.276 -0.792 3.300
H 1.681 0.632 2.239
H -0.269 -1.657 1.687
H -0.767 -0.187 2.382
H -2.221 0.459 -1.266
H -2.271 -1.104 -0.548
H -3.202 1.524 0.776
H -3.931 -0.078 0.412
H -2.716 0.029 1.707
H 1.139 1.981 0.342
H -0.131 2.331 -0.714
H -0.561 1.989 2.282
H -0.114 3.466 1.421
H -1.737 2.787 1.194
```

---

- Which value of spin multiplicity does entry 3 give?
  1

---

Please write out number 6 again, unchanged.
C3H10N3 | the ωB97M-V functional and the def2-TZVPD basis

## Properties
spin multiplicity	1
maximum force	4.7	eV Å⁻¹
lowest unoccupied orbital energy (spin up / spin down)	-5.232 / -6.111	eV
HOMO energy (spin up / spin down)	-11.8 / -10.9	eV
net charge	+1
HOMO-LUMO gap (spin up / spin down)	6.588 / 4.766	eV

```
16
C3H10N3, DFT the ωB97M-V functional and the def2-TZVPD basis
C -2.013 -0.952 0.669
C 2.359 1.031 0.334
C 1.451 0.029 -0.201
N -2.459 0.939 -0.785
N -1.668 0.014 -0.356
N 1.829 -1.118 -0.589
H -1.193 -1.592 0.915
H -2.382 -0.395 1.573
H -2.808 -1.532 0.351
H 2.224 1.390 1.271
H 3.499 0.849 0.353
H 2.338 2.029 -0.110
H -3.460 1.118 -0.597
H 2.838 -1.409 -0.313
H 1.338 -1.826 -1.072
H -1.892 1.423 -1.443
```

---

- The highest spin multiplicity belongs to which entry?
  C11H16CrO5P

---

- Among the records above, which one has the lowest maximum force?
  C3H9O